The following is a quantum chemistry calculation of a cluster of 2 separate species, C5H13NO3S in total, from OMol25.

* highest occupied orbital energy (alpha / beta): -7.285 / -7.284 eV
* energy relative to the best compared isomer or geometry (same formula, charge and spin): 3.464 eV
* strongest force on any atom: 5.34 eV/Å
* spin multiplicity: 1
* Kohn-Sham gap (alpha / beta): 7.7 / 7.7 eV

Bonds (Å) are listed after each position.
Cartesian coordinates (Å):
1 C -0.9362 -0.3220 -1.3051  C5 1.463, H11 1.043, H12 1.082, H13 1.122
2 C -1.1583 -2.3931 0.2763  C5 1.575, H14 1.056, H15 1.056, H16 1.059
3 C 1.8471 1.9200 -1.3298  N6 1.376, H17 1.093, H18 1.088, H19 1.161
4 C 1.5549 0.1414 0.2904  N6 1.386, H20 1.108, H21 1.097
5 C -0.7325 -0.8975 0.0248  C1 1.463, C2 1.575, S10 1.874
6 N 1.5207 1.4802 -0.0673  C3 1.376, C4 1.386, H22 1.011
7 O -2.6819 0.0508 1.8039  S10 1.438
8 O -0.3724 -0.1746 2.5399  S10 1.661, H23 0.917
9 O -1.0047 1.6799 1.0152  S10 1.434
10 S -1.3620 0.3211 1.3020  C5 1.874, O7 1.438, O8 1.661, O9 1.434
11 H -1.8922 -0.4201 -1.7103  C1 1.043
12 H -0.1648 -0.7312 -1.9441  C1 1.082
13 H -0.7162 0.7778 -1.3414  C1 1.122
14 H -1.0542 -2.5403 1.3164  C2 1.056
15 H -0.3800 -2.9828 -0.1246  C2 1.056
16 H -2.1061 -2.5454 -0.1697  C2 1.059
17 H 1.1588 2.5711 -1.8740  C3 1.093
18 H 2.7845 2.4497 -1.1743  C3 1.088
19 H 2.1925 0.9794 -1.9159  C3 1.161
20 H 2.2259 -0.3856 -0.4159  C4 1.108
21 H 1.3483 -0.2708 1.2857  C4 1.097
22 H 0.7992 1.9953 0.4182  N6 1.011
23 H -0.8706 -0.7034 3.0997  O8 0.917

The following is a quantum chemistry calculation of a cluster of 13 separate species, C35H83N13O13 in total, from OMol25.

* highest occupied orbital energy: -9.169 eV
* strongest force on any atom: 5.49 eV/Å
* spin multiplicity: 1
* Kohn-Sham gap: 9.3 eV

Bonds (Å) are listed after each position.
Cartesian coordinates (Å):
1 C -0.6648 6.0596 -10.5483  C2 1.559, H6 1.090, H7 1.090, H8 1.090
2 C -0.6485 4.8125 -9.6134  C1 1.559, O3 1.256, N4 1.403
3 O -1.6437 4.3920 -8.9727  C2 1.256
4 N 0.5621 4.1192 -9.4603  C2 1.403, C5 1.462, H9 1.010
5 C 0.7912 3.0106 -8.5347  N4 1.462, H10 1.090, H11 1.090, H12 1.090
6 H -0.8175 7.0215 -10.0588  C1 1.090
7 H -1.5898 6.0343 -11.1244  C1 1.090
8 H 0.1667 6.0237 -11.2522  C1 1.090
9 H 1.4004 4.5672 -9.8018  N4 1.010
10 H 0.5968 2.2111 -9.2496  C5 1.090
11 H 0.0340 2.8566 -7.7659  C5 1.090
12 H 1.7247 3.0434 -7.9729  C5 1.090
13 C -2.4200 -1.8248 0.4151  C14 1.489, H18 1.090, H19 1.090, H20 1.090
14 C -1.2540 -1.3626 -0.3870  C13 1.489, O15 1.231, N16 1.307
15 O -1.0695 -1.8716 -1.4931  C14 1.231
16 N -0.5805 -0.3924 0.1724  C14 1.307, C17 1.423, H21 1.010
17 C 0.5141 0.2885 -0.4296  N16 1.423, H22 1.090, H23 1.090, H24 1.090
18 H -2.9456 -0.8975 0.6430  C13 1.090
19 H -2.1543 -2.1784 1.4113  C13 1.090
20 H -3.0081 -2.5197 -0.1844  C13 1.090
21 H -0.9864 -0.0863 1.0451  N16 1.010
22 H 1.2555 -0.3237 -0.9430  C17 1.090
23 H 0.9882 0.8280 0.3903  C17 1.090
24 H 0.0112 0.9846 -1.1009  C17 1.090
25 C 5.8399 6.5685 7.0976  C26 1.476, H30 1.090, H31 1.090, H32 1.090
26 C 4.9437 5.4582 6.7182  C25 1.476, O27 1.246, N28 1.341
27 O 5.6088 4.4837 6.3184  C26 1.246
28 N 3.6069 5.5530 6.7542  C26 1.341, C29 1.494, H33 1.010
29 C 2.7435 4.3960 6.3708  N28 1.494, H34 1.090, H35 1.090, H36 1.090
30 H 6.2198 6.1835 8.0439  C25 1.090
31 H 5.3408 7.5217 7.2716  C25 1.090
32 H 6.6316 6.7244 6.3648  C25 1.090
33 H 3.2666 6.1337 7.5073  N28 1.010
34 H 3.3344 3.7903 5.6838  C29 1.090
35 H 1.9524 4.6914 5.6816  C29 1.090
36 H 2.2024 3.9195 7.1883  C29 1.090
37 C -3.5268 -0.6659 8.8662  C38 1.502, H42 1.090, H43 1.090, H44 1.090
38 C -4.1890 0.2643 7.8904  C37 1.502, O39 1.219, N40 1.315
39 O -3.7951 0.3235 6.7383  C38 1.219
40 N -5.0837 1.0561 8.4392  C38 1.315, C41 1.456, H45 1.010
41 C -5.8585 2.0092 7.6581  N40 1.456, H46 1.090, H47 1.090, H48 1.090
42 H -3.2610 -1.6595 8.5055  C37 1.090
43 H -4.3262 -0.8868 9.5735  C37 1.090
44 H -2.7224 -0.2400 9.4660  C37 1.090
45 H -5.2533 1.0667 9.4348  N40 1.010
46 H -6.2243 2.8387 8.2633  C41 1.090
47 H -6.6788 1.6106 7.0612  C41 1.090
48 H -5.1728 2.4587 6.9399  C41 1.090
49 C 3.1948 -3.9822 4.7966  C50 1.547, H54 1.090, H55 1.090, H56 1.090
50 C 3.7691 -5.4110 4.9456  C49 1.547, O51 1.270, N52 1.340
51 O 4.4445 -5.5813 6.0077  C50 1.270
52 N 3.2988 -6.3285 4.0904  C50 1.340, C53 1.439, H57 1.010
53 C 3.6128 -7.7324 4.1375  N52 1.439, H58 1.090, H59 1.090, H60 1.090
54 H 3.7938 -3.3650 4.1271  C49 1.090
55 H 3.2412 -3.5185 5.7820  C49 1.090
56 H 2.1554 -4.0363 4.4728  C49 1.090
57 H 2.7005 -5.8693 3.4186  N52 1.010
58 H 3.3977 -8.0954 5.1426  C53 1.090
59 H 4.6674 -7.8655 3.8962  C53 1.090
60 H 3.0636 -8.4592 3.5391  C53 1.090
61 C 6.2418 7.4504 -5.7236  C62 1.475, H66 1.090, H67 1.090, H68 1.090
62 C 5.9592 6.1246 -5.1426  C61 1.475, O63 1.261, N64 1.313
63 O 4.7919 5.7136 -4.9010  C62 1.261
64 N 7.0159 5.5558 -4.6102  C62 1.313, C65 1.481, H69 1.010
65 C 6.7792 4.3607 -3.7680  N64 1.481, H70 1.090, H71 1.090, H72 1.090
66 H 5.5612 7.6104 -6.5597  C61 1.090
67 H 7.3186 7.4485 -5.8933  C61 1.090
68 H 6.1135 8.2695 -5.0160  C61 1.090
69 H 7.9120 5.8157 -4.9968  N64 1.010
70 H 6.0604 4.5052 -2.9614  C65 1.090
71 H 7.6977 3.9055 -3.3977  C65 1.090
72 H 6.3778 3.5769 -4.4103  C65 1.090
73 C 6.5948 -9.0589 -1.5098  C74 1.473, H78 1.090, H79 1.090, H80 1.090
74 C 5.2570 -8.4636 -1.6735  C73 1.473, O75 1.269, N76 1.322
75 O 4.2196 -9.1683 -1.8687  C74 1.269
76 N 5.2830 -7.1426 -1.7215  C74 1.322, C77 1.500, H81 1.010
77 C 4.1015 -6.2298 -1.8603  N76 1.500, H82 1.090, H83 1.090, H84 1.090
78 H 6.7711 -9.5762 -2.4529  C73 1.090
79 H 6.7844 -9.6555 -0.6175  C73 1.090
80 H 7.3858 -8.3099 -1.4748  C73 1.090
81 H 6.1835 -6.7204 -1.5457  N76 1.010
82 H 3.2191 -6.5912 -1.3322  C77 1.090
83 H 3.8477 -6.1775 -2.9191  C77 1.090
84 H 4.2039 -5.1919 -1.5435  C77 1.090
85 C -7.4592 -4.0030 -7.2963  C86 1.556, H90 1.090, H91 1.090, H92 1.090
86 C -7.1071 -2.7652 -8.1710  C85 1.556, O87 1.187, N88 1.331
87 O -7.2866 -2.7893 -9.3445  C86 1.187
88 N -6.3720 -1.7798 -7.6607  C86 1.331, C89 1.415, H93 1.010
89 C -6.0323 -1.4381 -6.3307  N88 1.415, H94 1.090, H95 1.090, H96 1.090
90 H -8.3841 -4.4020 -7.7129  C85 1.090
91 H -7.6868 -3.8331 -6.2439  C85 1.090
92 H -6.6979 -4.7696 -7.4402  C85 1.090
93 H -5.9786 -1.1645 -8.3584  N88 1.010
94 H -6.6091 -2.0132 -5.6063  C89 1.090
95 H -6.3204 -0.4098 -6.1123  C89 1.090
96 H -4.9548 -1.4881 -6.1738  C89 1.090
97 C 2.4345 10.4892 2.9009  C98 1.568, H102 1.090, H103 1.090, H104 1.090
98 C 1.0144 10.1000 2.3615  C97 1.568, O99 1.226, N100 1.353
99 O 0.0411 10.7328 2.7570  C98 1.226
100 N 0.8514 9.0406 1.5360  C98 1.353, C101 1.483, H105 1.010
101 C 1.9604 8.4270 0.7659  N100 1.483, H106 1.090, H107 1.090, H108 1.090
102 H 2.7785 11.4857 2.6240  C97 1.090
103 H 3.1873 9.7020 2.8582  C97 1.090
104 H 2.3426 10.7260 3.9609  C97 1.090
105 H -0.0552 8.7929 1.1661  N100 1.010
106 H 1.6566 7.4265 0.4581  C101 1.090
107 H 2.8153 8.2584 1.4209  C101 1.090
108 H 2.3421 9.1121 0.0089  C101 1.090
109 O 8.2345 -1.5329 0.8876  C110 1.165
110 C 9.2153 -2.0605 1.2302  O109 1.165, N111 1.305, C112 1.570
111 N 9.3984 -2.2369 2.5098  C110 1.305, H113 1.010, H114 1.010
112 C 10.3154 -2.5483 0.2214  C110 1.570, H115 1.090, H116 1.090, H117 1.090
113 H 10.2784 -2.5358 2.9053  N111 1.010
114 H 8.5894 -2.1961 3.1131  N111 1.010
115 H 9.9550 -2.8367 -0.7660  C112 1.090
116 H 10.7715 -3.3666 0.7786  C112 1.090
117 H 11.0730 -1.7837 0.0495  C112 1.090
118 O -10.2350 -3.3312 0.3591  C119 1.222
119 C -10.1464 -4.3696 0.9966  O118 1.222, N120 1.316, C121 1.473
120 N -10.5710 -5.5155 0.5072  C119 1.316, H122 1.010, H123 1.010
121 C -9.6781 -4.4085 2.3923  C119 1.473, H124 1.090, H125 1.090, H126 1.090
122 H -11.0851 -5.5228 -0.3622  N120 1.010
123 H -9.8716 -6.1822 0.8010  N120 1.010
124 H -10.4379 -5.0285 2.8680  C121 1.090
125 H -9.7370 -3.4888 2.9742  C121 1.090
126 H -8.7628 -4.9902 2.5025  C121 1.090
127 O -7.4584 5.1194 0.9613  C128 1.212
128 C -8.0127 4.7179 -0.0388  O127 1.212, N129 1.341, C130 1.457
129 N -9.0320 5.3893 -0.5936  C128 1.341, H131 1.010, H132 1.010
130 C -7.6519 3.4512 -0.6608  C128 1.457, H133 1.090, H134 1.090, H135 1.090
131 H -9.3125 5.0744 -1.5114  N129 1.010
132 H -9.2003 6.3366 -0.2864  N129 1.010
133 H -8.2134 2.6604 -0.1634  C130 1.090
134 H -6.5831 3.2804 -0.5316  C130 1.090
135 H -7.9426 3.4573 -1.7113  C130 1.090
136 O -4.7983 -8.3593 -0.1508  C137 1.259
137 C -3.8087 -9.1268 -0.0230  O136 1.259, N138 1.368, C139 1.489
138 N -3.8054 -10.3058 -0.7161  C137 1.368, H140 1.010, H141 1.010
139 C -2.9902 -9.0352 1.2178  C137 1.489, H142 1.090, H143 1.090, H144 1.090
140 H -4.4721 -10.2682 -1.4738  N138 1.010
141 H -3.1517 -11.0645 -0.5852  N138 1.010
142 H -3.0036 -9.9304 1.8396  C139 1.090
143 H -3.2335 -8.1692 1.8335  C139 1.090
144 H -1.9968 -8.9318 0.7814  C139 1.090

The following is a quantum chemistry calculation of an isolated molecule of C3H4N2O2, from OMol25.

* highest occupied orbital energy: -9.229 eV
* energy relative to the best compared isomer or geometry (same formula, charge and spin): 2.372 eV
* strongest force on any atom: 4.84 eV/Å
* spin multiplicity: 1
* SMILES: Cn1ncoc1=O
* Kohn-Sham gap: 10.1 eV

Bonds (Å) are listed after each position.
Cartesian coordinates (Å):
1 C 1.2734 -1.3606 0.4335  N4 1.221, O7 1.352, H8 1.132
2 C 1.0126 0.4942 -0.6694  N5 1.481, O6 1.161, O7 1.343
3 C -1.5087 0.6518 0.0424  N5 1.437, H9 1.035, H10 1.048, H11 1.076
4 N 0.1184 -1.0635 0.6971  C1 1.221, N5 1.330
5 N -0.2207 0.0157 -0.0027  C2 1.481, C3 1.437, N4 1.330
6 O 1.2411 1.5229 -1.1554  C2 1.161
7 O 1.8841 -0.4936 -0.4058  C1 1.352, C2 1.343
8 H 1.8403 -2.2093 0.9221  C1 1.132
9 H -1.4852 1.5410 -0.4860  C3 1.035
10 H -2.2928 0.1402 -0.4281  C3 1.048
11 H -1.8624 0.7612 1.0523  C3 1.076

The following is a quantum chemistry calculation of an isolated molecule of C4H9NOS, from OMol25.

* highest occupied orbital energy: -9.115 eV
* energy relative to the best compared isomer or geometry (same formula, charge and spin): 1.284 eV
* strongest force on any atom: 2.09 eV/Å
* spin multiplicity: 1
* SMILES: O=CNCCCS
* Kohn-Sham gap: 10.0 eV

Bonds (Å) are listed after each position.
Cartesian coordinates (Å):
1 C 0.0514 -0.9103 -0.1046  N2 1.486, C5 1.533, H8 1.089, H9 1.092
2 N -0.9124 -0.5618 0.9709  C1 1.486, C3 1.387, H10 1.017
3 C -0.3899 -0.5654 2.2556  N2 1.387, O4 1.203, H11 1.108
4 O -0.7510 -1.2613 3.1685  C3 1.203
5 C -0.0937 -0.0953 -1.3943  C1 1.533, C6 1.512, H12 1.095, H13 1.090
6 C 0.7382 1.1671 -1.4351  C5 1.512, S7 1.829, H14 1.087, H15 1.087
7 S 0.2491 2.4487 -0.2260  C6 1.829, H16 1.338
8 H -0.0147 -1.9829 -0.2781  C1 1.089
9 H 1.0498 -0.6948 0.2821  C1 1.092
10 H -1.6446 -1.2659 0.9316  N2 1.017
11 H 0.5900 -0.0502 2.2945  C3 1.108
12 H -1.1388 0.2162 -1.4920  C5 1.095
13 H 0.1031 -0.8110 -2.1921  C5 1.090
14 H 0.5429 1.7526 -2.3294  C6 1.087
15 H 1.7824 1.0153 -1.1736  C6 1.087
16 H -0.1619 1.5991 0.7221  S7 1.338